DFT (ωB97M-V/def2-TZVPD) results for C42H41MnNO3P2S as an isolated structure at a distorted geometry.

Summary:
* total charge: 0
* HOMO (alpha / beta): -4.525 / -8.489 eV
* energy relative to the best compared isomer or geometry (same formula, charge and spin): 0.00 kcal/mol
* multiplicity: 6
* Kohn-Sham gap (alpha / beta): 4.4998 / 8.4999 eV
* expectation value of S²: 8.862
* calculated total energy: -4137.281280 hartree

The geometry in XYZ format:
```
91
C42H41MnNO3P2S | OMol25 | ωB97M-V/def2-TZVPD
Mn -0.2075 0.9782 1.5308
C 1.1520 -2.4741 -4.2748
C -0.0837 -1.9635 -4.3090
C -1.3381 -2.7557 -4.5356
C -1.3879 -4.1630 -3.8849
C -0.8087 -4.2725 -2.5011
C 0.4584 -4.5958 -2.2197
C 1.5524 -4.8019 -3.2229
C 1.4946 -3.9209 -4.4970
C -0.1589 0.6005 3.5170
H 2.0190 -1.8159 -4.1267
H -0.2215 -0.8791 -4.2390
H -1.5303 -2.8918 -5.6140
H -2.1877 -2.1702 -4.1495
H -2.4521 -4.4406 -3.8111
H -0.9275 -4.8923 -4.5652
H -1.5366 -4.1315 -1.6918
H 0.7596 -4.8301 -1.1953
H 1.5852 -5.8585 -3.5460
H 2.5099 -4.6123 -2.7118
H 2.5025 -3.9593 -4.9389
H 0.8177 -4.3901 -5.2233
H 0.7895 1.0670 3.8288
H -0.2366 -0.4172 3.9212
H -1.0066 1.1962 3.8907
P -0.1886 1.1039 -0.8331
P -0.4710 -1.2694 1.4033
C -0.6832 -0.5665 -1.2518
C -0.9132 -1.5240 -0.3140
C -1.3307 2.2653 -1.6450
C -2.1307 1.8816 -2.7301
C -3.0536 2.7845 -3.2740
C -3.1919 4.0655 -2.7269
C -2.3900 4.4507 -1.6450
C -1.4518 3.5621 -1.1230
C 1.4632 1.4089 -1.5596
C 2.5742 0.7816 -0.9683
C 3.8575 1.0252 -1.4583
C 4.0471 1.8800 -2.5508
C 2.9467 2.5162 -3.1329
C 1.6578 2.2708 -2.6470
C -1.9127 -1.8440 2.3700
C -3.0752 -1.0494 2.4058
C -4.1568 -1.4431 3.1946
C -4.1006 -2.6363 3.9266
C -2.9416 -3.4204 3.8950
C -1.8487 -3.0269 3.1167
C 0.9852 -2.2971 1.8079
C 1.9180 -1.9260 2.7950
C 2.9677 -2.7895 3.1111
C 3.1369 -3.9919 2.4134
C 2.2579 -4.3206 1.3714
C 1.1828 -3.4762 1.0826
H -0.7675 -0.7894 -2.3178
H -1.4043 -2.4721 -0.5579
H -2.0374 0.8779 -3.1486
H -3.6712 2.4826 -4.1236
H -3.9205 4.7633 -3.1440
H -2.4966 5.4426 -1.2082
H -0.8129 3.8571 -0.2902
H 2.4334 0.1140 -0.1162
H 4.7152 0.5443 -0.9838
H 5.0518 2.0497 -2.9461
H 3.0892 3.2113 -3.9638
H 0.8006 2.7644 -3.1029
H -3.1210 -0.1157 1.8372
H -5.0488 -0.8153 3.2358
H -4.9590 -2.9487 4.5245
H -2.8833 -4.3390 4.4803
H -0.9402 -3.6302 3.0965
H 1.7994 -0.9750 3.3134
H 3.6595 -2.5243 3.9119
H 3.9503 -4.6704 2.6766
H 2.4066 -5.2343 0.7916
H 0.4857 -3.7239 0.2818
O -2.1589 3.2083 2.6254
C -0.9956 3.6299 2.5429
N -0.0185 2.9182 1.8558
S 1.5623 3.5589 1.9201
O 2.4260 2.6355 2.6182
O 1.9464 4.0400 0.6175
C 0.9916 4.8725 2.9427
C 1.7897 5.8829 3.4710
C 1.1699 6.8744 4.2405
C -0.2250 6.8531 4.4427
C -1.0051 5.8356 3.8868
C -0.3810 4.8281 3.1407
H 2.8601 5.8665 3.2686
H 1.7746 7.6688 4.6815
H -0.6906 7.6473 5.0359
H -2.0865 5.7908 3.9989
```

DFT (ωB97M-V/def2-TZVPD) results for a 5-piece molecular cluster, C25H65ClFN3O21P7S overall at a distorted geometry.

Summary:
* total charge: +1
* HOMO: -11.717 eV
* Kohn-Sham gap: 7.1940 eV
* calculated total energy: -6083.765876 hartree

The geometry in XYZ format:
```
124
C25H65ClFN3O21P7S | OMol25 | ωB97M-V/def2-TZVPD
C -1.0064 6.7907 9.0653
C -1.6307 5.4245 9.0327
O -2.8147 5.2422 9.2097
O -0.7865 4.3533 8.8369
C -0.2268 4.2768 7.5239
C -0.6094 2.9437 6.8731
C -1.5483 3.0714 5.6511
C -0.9167 2.5208 4.3611
C -1.1817 3.3834 3.0990
N 0.0705 3.8651 2.4940
C 0.4059 5.2688 2.7644
C 1.2556 5.4900 4.0392
C 0.7999 6.7597 4.7328
Cl 0.9413 8.1565 3.6429
C 0.8337 3.0924 1.7695
N 2.0078 3.6499 1.2973
F 2.9127 3.8191 2.4060
P 2.6899 3.0189 -0.2088
C 4.4119 2.6738 0.2678
C 2.9023 4.4795 -1.2899
N 0.3879 1.7759 1.5462
P 1.3344 0.4786 2.2581
S 2.7767 -0.3381 1.3174
P -0.3841 1.4895 0.0418
O 0.3134 0.6913 -0.9358
O -1.8317 0.9179 0.3606
O -0.6371 2.9600 -0.5001
H -0.4550 6.9220 9.9891
H -0.3153 6.9333 8.2411
H -1.8023 7.5162 9.0005
H -0.6077 5.1098 6.9362
H 0.8539 4.3791 7.5832
H -1.0917 2.3710 7.6546
H 0.3055 2.4162 6.6173
H -2.4075 2.4527 5.8742
H -1.8453 4.1071 5.5396
H -1.2322 1.5010 4.1693
H 0.1567 2.4670 4.5104
H -1.7561 2.8401 2.3635
H -1.7532 4.2432 3.4122
H 0.8778 5.7192 1.9021
H -0.5322 5.7885 2.9099
H 2.2891 5.6193 3.7545
H 1.1113 4.6576 4.7211
H -0.2379 6.6936 5.0371
H 1.4164 6.9466 5.6012
H 4.9055 3.5958 0.5591
H 4.9257 2.2050 -0.5594
H 4.4212 2.0257 1.1339
H 2.0496 4.6128 -1.9382
H 3.7982 4.2655 -1.8623
H 3.1136 5.3533 -0.6800
H 0.3262 -0.4316 2.6098
H 1.7309 1.0770 3.4619
H -1.9674 0.8820 1.3173
H -1.4868 3.3187 -0.2162
C -4.7433 -3.0248 0.9738
O -4.6048 -1.6884 1.4811
P -5.8546 -0.6977 1.4449
O -5.5316 0.5972 2.0379
O -7.0463 -1.4961 2.0978
C -6.9360 -1.8472 3.4856
O -6.3261 -0.6808 -0.0593
C -5.5987 0.1493 -0.9795
H -4.5296 -3.7245 1.7801
H -5.7450 -3.2133 0.5915
H -4.0220 -3.1676 0.1717
H -6.2841 -1.1566 4.0201
H -6.5490 -2.8623 3.5732
H -7.9314 -1.8044 3.9164
H -5.5802 -0.3617 -1.9384
H -4.5747 0.3197 -0.6445
H -6.1101 1.1032 -1.0857
C 0.6193 -0.4514 -6.0110
O 0.6393 0.8770 -5.4446
P -0.6722 1.7644 -5.4620
O -0.4720 3.0558 -4.8088
O -1.8192 0.8549 -4.8591
C -1.6664 0.4912 -3.4832
O -1.1456 1.8116 -6.9684
C -0.4770 2.7345 -7.8408
H 0.8772 -1.1680 -5.2384
H -0.3569 -0.7017 -6.4235
H 1.3638 -0.5038 -6.7998
H -1.0479 1.2093 -2.9495
H -1.2079 -0.4950 -3.4117
H -2.6560 0.4584 -3.0307
H -0.4153 2.2725 -8.8227
H 0.5287 2.9637 -7.4889
H -1.0552 3.6535 -7.9068
C 4.1197 -5.6794 -8.2802
O 2.9879 -4.9153 -7.8429
P 3.1364 -3.9055 -6.6240
O 1.8951 -3.1860 -6.3578
O 4.3961 -3.0121 -6.9689
C 4.3046 -2.1634 -8.1210
O 3.7278 -4.7570 -5.4392
C 2.8121 -5.5899 -4.6965
H 4.3226 -5.4323 -9.3208
H 5.0065 -5.4746 -7.6821
H 3.8739 -6.7363 -8.2040
H 3.2694 -1.9047 -8.3444
H 4.7483 -2.6668 -8.9798
H 4.8632 -1.2561 -7.9094
H 3.3385 -6.4936 -4.4073
H 1.9419 -5.8589 -5.2948
H 2.4883 -5.0649 -3.8020
C -0.1092 -6.8811 0.7927
O 0.6332 -6.7483 -0.4238
P 1.6351 -7.9075 -0.8660
O 2.2687 -7.6243 -2.1463
O 0.7983 -9.2420 -0.7717
C -0.3096 -9.3939 -1.6723
O 2.6033 -8.1120 0.3640
C 3.6938 -7.1875 0.5044
H -1.1718 -6.8538 0.5551
H 0.1174 -7.8115 1.3116
H 0.1353 -6.0421 1.4422
H -0.1692 -8.8057 -2.5787
H -1.2282 -9.0861 -1.1725
H -0.3791 -10.4449 -1.9352
H 3.8524 -7.0256 1.5675
H 3.4770 -6.2335 0.0236
H 4.5903 -7.6180 0.0645
```

DFT (ωB97M-V/def2-TZVPD) results for one molecule with the formula C4H2Cl3N at a distorted geometry.

Summary:
* total charge: 0
* SMILES: Clc1c[nH]c(Cl)c1Cl
* HOMO: -8.688 eV
* energy relative to the best compared isomer or geometry (same formula, charge and spin): 0.00 kcal/mol
* Kohn-Sham gap: 9.3547 eV
* calculated total energy: -1588.931222 hartree

The geometry in XYZ format:
```
10
C4H2Cl3N | OMol25 | ωB97M-V/def2-TZVPD
Cl -0.7311 -2.7379 -0.0295
C -0.2859 -1.0923 -0.0514
C 1.0262 -0.7260 0.0334
N 1.0732 0.6276 -0.0414
C -0.1671 1.1485 -0.0015
Cl -0.4866 2.8005 -0.0316
C -1.0574 0.1018 -0.0023
Cl -2.7832 0.0735 -0.0023
H 1.6784 -1.5612 -0.0753
H 1.7335 1.3654 0.2019
```

DFT (ωB97M-V/def2-TZVPD) results for one molecule with the formula C27H36FN3O3.

Summary:
* total charge: 0
* SMILES: CCCN(CCC)CCNC(=O)[C@H]1c2ccccc2C(=O)N(CCOC)[C@@H]1c1ccc(F)cc1
* HOMO: -8.371 eV
* energy relative to the best compared isomer or geometry (same formula, charge and spin): 0.00 kcal/mol
* Kohn-Sham gap: 8.8435 eV
* calculated total energy: -1540.350951 hartree

The geometry in XYZ format:
```
70
C27H36FN3O3 | OMol25 | ωB97M-V/def2-TZVPD
C -3.4044 -3.2129 1.6114
C -4.6297 -2.3117 1.5328
C -4.6951 -1.5337 0.2158
N -3.5663 -0.6467 0.0074
C -3.1853 -0.5030 -1.3880
C -4.2719 -0.0693 -2.3882
C -4.7402 1.3695 -2.2127
C -3.5838 0.5757 0.7928
C -2.6775 0.4512 2.0293
N -1.4207 -0.1150 1.6051
C -0.2307 0.2637 2.0673
O -0.0591 1.0481 2.9800
C 0.9878 -0.3671 1.3515
C 0.6396 -1.2620 0.2096
C 0.5345 -2.6387 0.3422
C 0.2060 -3.4237 -0.7504
C -0.0215 -2.8399 -1.9863
C 0.0698 -1.4676 -2.1265
C 0.3986 -0.6753 -1.0339
C 0.4351 0.8031 -1.1916
O -0.1161 1.3641 -2.1281
N 1.1166 1.4783 -0.2364
C 1.1240 2.9227 -0.2559
C 0.0770 3.5176 0.7063
O -1.2522 3.2030 0.3872
C -1.7288 3.7782 -0.8105
C 1.8350 0.8072 0.8260
C 3.2080 0.3266 0.4021
C 3.5549 0.1414 -0.9289
C 4.8077 -0.3360 -1.2724
C 5.7098 -0.6267 -0.2673
F 6.9321 -1.0945 -0.5954
C 5.3952 -0.4455 1.0677
C 4.1408 0.0336 1.3922
H -3.4064 -3.9273 0.7909
H -2.4934 -2.6251 1.5488
H -3.3980 -3.7649 2.5486
H -5.5333 -2.9222 1.6022
H -4.6386 -1.6208 2.3758
H -5.6526 -0.9852 0.1835
H -4.6975 -2.2613 -0.5995
H -2.3590 0.2081 -1.4442
H -2.8032 -1.4792 -1.7121
H -5.1288 -0.7426 -2.3199
H -3.8463 -0.1801 -3.3879
H -5.4438 1.6323 -3.0005
H -5.2374 1.5081 -1.2560
H -3.8937 2.0496 -2.2701
H -3.1894 1.3967 0.1937
H -4.5983 0.8382 1.1206
H -3.1272 -0.1892 2.7945
H -2.4870 1.4351 2.4625
H -1.5078 -0.7339 0.8085
H 1.5580 -0.9071 2.1130
H 0.7142 -3.0961 1.3044
H 0.1306 -4.4947 -0.6364
H -0.2727 -3.4548 -2.8374
H -0.1141 -0.9865 -3.0754
H 2.1163 3.2835 0.0270
H 0.9065 3.2361 -1.2796
H 0.2214 3.1183 1.7138
H 0.2174 4.6100 0.7286
H -2.8162 3.7301 -0.7624
H -1.4221 4.8271 -0.8935
H -1.3783 3.2237 -1.6871
H 1.9502 1.5180 1.6527
H 2.8516 0.3752 -1.7129
H 5.0862 -0.4827 -2.3038
H 6.1249 -0.6742 1.8280
H 3.8813 0.1869 2.4294
```

DFT (ωB97M-V/def2-TZVPD) results for a 2-piece molecular cluster, C5H8S overall at a distorted geometry.

Summary:
* total charge: 0
* SMILES: C=C=S.C=CC
* HOMO: -8.645 eV
* energy relative to the best compared isomer or geometry (same formula, charge and spin): 75.30 kcal/mol
* Kohn-Sham gap: 8.5564 eV
* calculated total energy: -593.368232 hartree

The geometry in XYZ format:
```
14
C5H8S | OMol25 | ωB97M-V/def2-TZVPD
C -3.1204 -1.6218 0.3130
C -2.8521 -0.3246 0.2062
S -2.6282 1.1516 -0.2052
H -3.4675 -2.0209 -0.5234
H -3.1503 -2.0486 1.2495
C 1.8976 1.5922 0.8085
C 1.8269 1.0231 -0.4091
C 1.5796 -0.4571 -0.6405
H 1.9851 1.0237 1.6213
H 1.8516 2.6023 0.8727
H 1.5089 1.4320 -1.3526
H 0.9149 -0.6823 -1.5351
H 2.6179 -0.9472 -0.6964
H 1.0359 -0.7225 0.2912
```

DFT (ωB97M-V/def2-TZVPD) results for C29H29N4O10SV as an isolated structure at a distorted geometry.

Summary:
* total charge: +1
* HOMO (alpha / beta): -11.404 / -11.404 eV
* energy relative to the best compared isomer or geometry (same formula, charge and spin): 19.93 kcal/mol
* multiplicity: 2
* Kohn-Sham gap (alpha / beta): 7.4184 / 7.6398 eV
* expectation value of S²: 0.757
* calculated total energy: -3436.061645 hartree

The geometry in XYZ format:
```
74
C29H29N4O10SV | OMol25 | ωB97M-V/def2-TZVPD
V -0.1830 0.4570 0.2048
C 2.8768 -2.8502 0.1456
O 3.4547 -1.5236 0.0634
C 2.4532 -0.6718 0.1324
N 1.2641 -1.1425 0.2368
C 1.3454 -2.6113 0.2498
C 0.7419 -3.2859 1.4706
C 1.0647 -4.6213 1.6971
C 0.5511 -5.2953 2.7932
C -0.2905 -4.6362 3.6764
C -0.6286 -3.3128 3.4463
C -0.1203 -2.6377 2.3445
C 2.6658 0.7785 0.0952
C 3.8433 1.4565 0.3248
C 3.7819 2.8459 0.4060
C 2.5695 3.5054 0.2747
C 1.4407 2.7347 0.0520
N 1.5113 1.4188 -0.0784
C 0.0402 3.1844 0.0062
N -0.8962 2.3070 -0.2002
C -2.1750 3.0434 -0.3625
C -1.7265 4.5079 -0.1274
O -0.2871 4.4472 -0.0603
C -3.2842 2.6452 0.5849
C -3.0426 2.3842 1.9282
C -4.0935 2.0475 2.7697
C -5.3953 2.0096 2.2907
C -5.6491 2.3154 0.9610
C -4.5929 2.6222 0.1094
H 3.2762 -3.3364 1.0331
H 3.1760 -3.4043 -0.7410
H 0.8053 -2.9732 -0.6274
H 1.7152 -5.1440 1.0047
H 0.8065 -6.3344 2.9520
H -0.6799 -5.1527 4.5435
H -1.2859 -2.7929 4.1314
H -0.3940 -1.6103 2.1854
H 4.7611 0.9111 0.4881
H 4.6818 3.4088 0.6110
H 2.4815 4.5764 0.3832
H -2.5093 2.8893 -1.3909
H -2.1007 4.8992 0.8176
H -1.9887 5.1846 -0.9359
H -2.0439 2.4544 2.3286
H -3.8864 1.8392 3.8110
H -6.2147 1.7616 2.9521
H -6.6645 2.3385 0.5848
H -4.7907 2.8972 -0.9224
O -2.1605 0.4546 -2.5542
C -0.9958 0.0663 -2.5516
O -0.2004 0.1270 -1.5521
H -0.5754 -0.3541 -3.4767
O 0.2933 2.9782 2.3573
S 0.6023 1.6453 2.8803
O 0.0086 1.4026 4.1489
O -0.1523 0.6921 1.7809
O 1.9742 1.2516 2.7009
O -1.5035 -2.3171 -0.7980
C -2.2671 -1.5333 -0.2712
O -1.9527 -0.4325 0.3378
C -3.8001 -1.7774 -0.2928
N -4.4282 -0.5551 -0.8986
C -5.4383 -1.0095 -1.8886
C -4.7983 -2.2749 -2.4429
C -4.2390 -2.9429 -1.1811
H -4.1310 -1.8834 0.7392
H -3.6776 -0.0476 -1.4162
H -4.7846 0.0989 -0.2000
H -5.6064 -0.2413 -2.6403
H -6.3738 -1.2371 -1.3777
H -3.9923 -2.0126 -3.1298
H -5.5139 -2.9046 -2.9655
H -3.3856 -3.5839 -1.3888
H -5.0122 -3.5315 -0.6885
```

DFT (ωB97M-V/def2-TZVPD) results for C42H36Br2MoN2P2 as an isolated structure.

Summary:
* total charge: +4
* HOMO (alpha / beta): -18.362 / -18.685 eV
* energy relative to the best compared isomer or geometry (same formula, charge and spin): 7.05 kcal/mol
* multiplicity: 3
* Kohn-Sham gap (alpha / beta): 5.7438 / 5.9696 eV
* expectation value of S²: 2.031
* calculated total energy: -7629.131642 hartree

The geometry in XYZ format:
```
85
C42H36Br2MoN2P2 | OMol25 | ωB97M-V/def2-TZVPD
Mo -0.1018 0.2591 -0.2561
C 1.9067 2.6542 1.5908
C 0.7711 1.6781 1.4878
C -0.5454 2.1177 1.2833
C -1.6166 1.2113 1.2455
C -1.4098 -0.1360 1.6761
C -0.1288 -0.5441 2.0461
C 0.9734 0.2994 1.8255
H 1.9440 3.0188 2.6209
H 1.7599 3.5214 0.9461
H 2.8660 2.1847 1.3791
H -0.7361 3.1722 1.1223
H -2.6233 1.5700 1.0807
H -2.2572 -0.7958 1.8043
H 0.0276 -1.5349 2.4514
H 1.9642 -0.0219 2.1174
Br -4.6059 -1.5577 -4.8536
C -3.4354 -1.0603 -3.5430
C -3.5216 0.2001 -2.9549
C -2.6005 0.5367 -1.9981
N -1.6093 -0.3053 -1.6045
C -1.5775 -1.5587 -2.1328
C -2.4527 -1.9527 -3.1088
C -0.5451 -2.4316 -1.5368
C -0.4474 -3.7742 -1.8031
C 0.5523 -4.5200 -1.1853
Br 0.7013 -6.3195 -1.5082
C 1.4360 -3.8751 -0.3284
C 1.2821 -2.5266 -0.1126
N 0.2956 -1.7970 -0.6787
H -4.2975 0.9003 -3.2345
H -2.6291 1.5075 -1.5261
H -2.4033 -2.9467 -3.5300
H -1.1398 -4.2567 -2.4797
H 2.2346 -4.4148 0.1632
H 1.9747 -1.9952 0.5234
C 3.2002 1.7676 -1.4567
P 1.8451 0.5902 -1.8638
C 2.6051 -0.8480 -2.6122
C 3.8095 -1.3170 -2.0757
C 4.3949 -2.4669 -2.5831
C 3.7826 -3.1571 -3.6239
C 2.5764 -2.7061 -4.1478
C 1.9814 -1.5595 -3.6395
C 0.7844 1.5591 -2.9208
C 0.5786 1.4423 -4.2928
C -0.2934 2.3265 -4.9178
C -0.9581 3.3135 -4.1897
C -0.7601 3.4345 -2.8200
C 0.1110 2.5547 -2.1896
P 3.9268 2.6616 -2.8897
C 4.6407 1.6025 -4.1258
C 5.8160 0.8908 -3.8432
C 6.4067 0.1335 -4.8387
C 5.8393 0.0991 -6.1133
C 4.6822 0.8136 -6.3960
C 4.0742 1.5690 -5.4033
C 5.0980 3.7871 -2.2892
C 6.0156 4.3112 -3.2468
C 6.9586 5.2317 -2.8563
C 6.9935 5.6648 -1.5302
C 6.0808 5.1763 -0.5791
C 5.1277 4.2674 -0.9534
H 3.9898 1.2722 -0.8892
H 2.7652 2.5412 -0.8246
H 4.3087 -0.7980 -1.2652
H 5.3330 -2.8201 -2.1731
H 4.2485 -4.0460 -4.0307
H 2.1048 -3.2415 -4.9624
H 1.0368 -1.2278 -4.0563
H 1.1032 0.6974 -4.8777
H -0.4466 2.2574 -5.9882
H -1.6203 4.0031 -4.6987
H -1.2514 4.2246 -2.2638
H 0.3421 2.7149 -1.1310
H 6.2812 0.9468 -2.8646
H 7.3222 -0.4076 -4.6373
H 6.3187 -0.4760 -6.8953
H 4.2657 0.7988 -7.3952
H 3.1896 2.1540 -5.6312
H 5.9781 3.9786 -4.2764
H 7.6680 5.6228 -3.5731
H 7.7291 6.3993 -1.2274
H 6.1373 5.5228 0.4441
H 4.4197 3.9087 -0.2173
```

Which formula does entry 7 have? C42H36Br2MoN2P2

Number 1 is which compound? C42H41MnNO3P2S

The highest total charge belongs to which entry? C42H36Br2MoN2P2

Number 3 is which compound? C4H2Cl3N